Entry 1:
The following is a DFT calculation (ωB97M-V/def2-TZVPD) of C29H52N4O7SbSn as an isolated structure.

The geometry in ORCA input format:
```
! RIJCOSX wB97M-V def2-TZVPD def2/J DEFGRID3
* xyz -1 1
Sn 1.035 -1.211 -0.574
C 4.689 -2.790 -0.654
C 3.961 -1.543 -0.278
N 3.717 -0.708 -1.214
O 4.045 -1.238 -2.467
C 3.561 -1.167 1.109
C 4.439 -1.177 2.290
N 2.339 -0.679 1.234
O 1.931 -0.274 2.391
H 4.894 -3.410 0.229
H 5.553 -2.585 -1.217
H 4.129 -3.319 -1.395
H 3.861 -0.503 -3.032
H 5.331 -1.751 1.978
H 4.060 -1.731 3.146
H 4.769 -0.164 2.615
C -0.528 -2.530 2.839
C -0.162 -3.443 1.758
N 0.603 -3.219 0.643
C 0.682 -4.398 -0.013
C -0.002 -5.375 0.638
N -0.498 -4.756 1.736
C -0.404 -6.780 0.330
O 0.239 -7.308 -0.667
O -1.184 -7.364 1.074
C 1.471 -4.516 -1.252
O 1.637 -5.667 -1.749
O 1.935 -3.431 -1.604
H 0.152 -1.696 2.928
H -0.743 -3.113 3.793
H -1.512 -2.146 2.584
H -1.149 -5.166 2.388
H 0.880 -6.554 -1.164
C 2.296 4.987 -0.124
C 2.458 3.462 -0.222
C 3.341 3.153 -1.385
C 3.078 2.922 1.080
Sb 0.639 2.271 -0.450
C -0.023 2.684 -2.454
C 0.680 1.698 -3.396
C 0.235 4.115 -2.918
C -1.519 2.392 -2.531
C -0.888 3.168 0.805
C -1.346 4.573 0.460
C -0.318 3.134 2.282
C -2.037 2.132 0.723
H 3.300 5.396 0.105
H 1.710 5.307 0.732
H 1.937 5.446 -1.017
H 4.307 3.549 -1.160
H 3.044 3.593 -2.330
H 3.386 2.074 -1.531
H 4.157 3.184 1.062
H 3.002 1.795 1.155
H 2.597 3.360 1.967
H 1.703 2.035 -3.465
H 0.156 1.707 -4.429
H 0.639 0.657 -3.001
H 1.335 4.378 -2.952
H -0.187 4.918 -2.300
H -0.133 4.279 -3.958
H -1.809 1.395 -2.145
H -1.841 2.365 -3.615
H -2.146 3.127 -2.050
H -0.474 5.282 0.334
H -1.933 5.005 1.289
H -1.989 4.551 -0.380
H 0.453 3.891 2.379
H 0.061 2.152 2.527
H -1.155 3.419 2.913
H -2.542 2.207 -0.270
H -2.698 2.442 1.534
H -1.758 1.099 0.903
C -2.041 -2.059 -1.105
C -1.980 -1.329 0.201
O -0.798 -0.819 0.568
H -2.923 -2.710 -1.114
H -1.218 -2.765 -1.240
H -2.130 -1.316 -1.872
C -5.049 -2.570 0.704
C -4.543 -1.162 0.729
C -4.969 -0.446 -0.554
C -5.215 -0.484 1.953
C -3.074 -0.970 0.916
H -6.111 -2.623 0.428
H -4.945 -3.083 1.702
H -4.480 -3.157 0.026
H -6.060 -0.518 -0.733
H -4.496 -0.865 -1.448
H -4.678 0.598 -0.464
H -6.329 -0.594 2.059
H -4.951 0.598 2.023
H -4.748 -0.899 2.871
H -2.710 -0.417 1.763
*
```

HOMO-LUMO gap (hartree): 0.264
LUMO energy (eV): 2.41

Entry 2:
The following is a DFT calculation (ωB97M-V/def2-TZVPD) of C29H53BO2P2Ti as an isolated structure.

The geometry in ORCA input format:
```
! RIJCOSX wB97M-V def2-TZVPD def2/J DEFGRID3
* xyz 1 2
Ti -0.045 -0.967 -3.073
C -0.751 -3.177 1.789
C 0.550 -3.462 1.267
C 0.730 -1.738 2.785
C -0.643 -2.088 2.697
C 1.464 -2.596 1.920
C -2.022 -3.840 1.423
H -1.867 -4.551 0.604
H -2.798 -3.122 1.118
H -2.427 -4.384 2.289
C -1.765 -1.439 3.398
H -2.636 -2.102 3.421
H -2.078 -0.504 2.915
H -1.467 -1.191 4.424
C 1.331 -0.700 3.645
H 1.800 -1.154 4.526
H 0.572 0.012 3.987
H 2.114 -0.133 3.114
C 2.936 -2.583 1.771
H 3.400 -3.122 2.613
H 3.336 -1.557 1.794
H 3.250 -3.077 0.843
C 0.901 -4.455 0.233
H 1.243 -5.391 0.700
H 1.721 -4.108 -0.407
H 0.051 -4.702 -0.408
C -1.156 0.430 -3.960
C -1.708 -0.883 -4.070
C -1.183 -1.951 -4.983
C 0.326 -1.922 -5.372
C 1.342 -1.472 -4.357
C 1.698 -0.173 -3.985
C 1.237 1.156 -4.467
C -0.237 1.113 -4.939
H -1.768 -1.929 -5.915
H 0.463 -1.361 -6.317
H -1.378 -2.938 -4.535
H -0.325 0.661 -5.948
H -1.641 1.141 -3.288
H -2.649 -1.104 -3.549
H -0.561 2.163 -5.047
H 1.386 1.902 -3.658
H 2.703 -0.154 -3.545
H 1.900 1.547 -5.272
H 0.643 -2.964 -5.560
H 2.039 -2.238 -3.957
P -1.288 0.252 -0.096
C -2.856 0.963 -0.787
C -1.435 -1.464 -0.737
P 1.864 0.616 -0.006
C 0.228 0.915 -0.962
C 2.800 -0.676 -0.924
C 2.694 2.093 -0.696
H -3.353 1.561 -0.001
H -3.536 0.135 -1.052
H -2.702 1.594 -1.674
H -1.472 -1.560 -1.871
H -2.417 -1.824 -0.397
H -0.692 -2.138 -0.320
H 2.289 2.426 -1.658
H 3.756 1.847 -0.801
H 2.583 2.880 0.052
H 0.028 2.007 -0.915
H 0.406 0.675 -2.074
H 3.597 -1.002 -0.242
H 3.286 -0.264 -1.809
H 2.223 -1.566 -1.203
C -1.647 2.418 4.410
C -1.455 2.890 2.978
C -2.316 4.101 2.687
O -1.994 1.836 2.155
B -0.909 1.223 1.556
O 0.325 1.740 1.959
C 0.068 3.014 2.565
C 0.350 4.101 1.536
C 1.052 3.213 3.699
H -1.423 3.217 5.123
H -1.008 1.551 4.630
H -2.691 2.116 4.556
H -3.368 3.848 2.856
H -2.042 4.926 3.350
H -2.219 4.422 1.645
H 0.057 5.076 1.947
H 1.427 4.151 1.331
H -0.172 3.938 0.586
H 1.063 2.388 4.419
H 2.072 3.319 3.304
H 0.800 4.144 4.217
*
```

HOMO-LUMO gap (alpha / beta) (hartree): 0.150 / 0.125
LUMO energy (alpha / beta) (eV): -3.62 / -4.30